Record 1
{"formula": "C22H12B4Br6O34V", "method": "the ωB97M-V functional and the def2-TZVPD basis", "elements": ["O", "V", "O", "O", "C", "O", "B", "O", "C", "O", "O", "C", "O", "C", "O", "O", "O", "C", "O", "B", "O", "C", "O", "O", "C", "O", "C", "O", "O", "O", "C", "O", "B", "O", "C", "O", "O", "C", "O", "C", "O", "O", "O", "C", "O", "B", "O", "C", "O", "O", "C", "O", "C", "O", "O", "Br", "C", "C", "Br", "H", "H", "H", "H", "Br", "C", "C", "Br", "H", "H", "H", "H", "Br", "C", "C", "Br", "H", "H", "H", "H"], "positions_angstrom": [[-1.054, -1.967, -2.139], [-1.593, -0.723, -1.317], [-3.019, -0.505, -1.861], [4.965, -5.764, 4.996], [5.073, -5.078, 3.968], [4.700, -3.834, 3.832], [4.693, -3.546, 2.386], [5.011, -4.775, 1.649], [5.346, -5.706, 2.565], [5.763, -6.847, 2.428], [5.622, -2.489, 2.081], [5.047, -1.462, 1.549], [5.502, -0.346, 1.248], [3.509, -1.846, 1.420], [3.360, -3.049, 1.980], [2.674, -1.136, 0.946], [-1.898, -8.055, 7.326], [-1.337, -7.425, 6.433], [-1.829, -6.885, 5.377], [-0.807, -6.235, 4.547], [0.394, -6.437, 5.331], [0.160, -7.137, 6.445], [1.027, -7.429, 7.256], [-1.206, -4.841, 4.418], [-1.296, -4.467, 3.128], [-1.652, -3.374, 2.672], [-0.827, -5.728, 2.299], [-0.792, -6.682, 3.168], [-0.631, -5.784, 1.109], [2.899, 4.006, -2.415], [2.048, 4.494, -3.178], [2.174, 5.674, -3.680], [0.988, 6.093, -4.454], [0.243, 4.760, -4.560], [0.769, 3.869, -3.762], [0.220, 2.809, -3.393], [0.164, 7.136, -3.794], [0.119, 8.210, -4.531], [-0.431, 9.245, -4.244], [0.828, 7.819, -5.893], [1.293, 6.605, -5.811], [1.111, 8.640, -6.760], [-0.842, 3.056, 0.839], [-0.511, 4.064, 1.419], [-0.081, 5.073, 0.796], [0.439, 6.162, 1.680], [-0.002, 5.633, 3.044], [-0.389, 4.297, 2.929], [-0.501, 3.449, 3.819], [-0.105, 7.465, 1.298], [0.875, 8.212, 0.765], [0.686, 9.240, 0.098], [2.164, 7.329, 0.876], [1.912, 6.282, 1.547], [3.282, 7.553, 0.335], [-7.354, -0.300, 1.162], [-6.368, -1.678, 2.202], [-7.226, -2.583, 3.032], [-6.196, -4.293, 3.536], [-5.618, -1.115, 2.758], [-5.718, -2.259, 1.548], [-8.156, -2.750, 2.488], [-7.636, -2.044, 3.886], [3.330, -3.288, -4.385], [3.272, -4.865, -3.157], [4.521, -5.756, -3.098], [6.088, -4.451, -2.954], [2.347, -5.352, -3.467], [3.063, -4.485, -2.157], [4.665, -6.400, -3.965], [4.540, -6.386, -2.210], [-5.952, 3.309, -7.621], [-5.124, 4.254, -6.048], [-5.384, 3.345, -4.811], [-4.511, 4.314, -3.338], [-5.474, 5.271, -5.870], [-4.057, 4.339, -6.254], [-4.865, 2.387, -4.860], [-6.443, 3.165, -4.628]], "lowdin_charge": [-0.192, 1.345, -0.197, 0.100, -0.369, 0.245, -0.926, 0.222, -0.342, 0.106, 0.252, -0.355, 0.098, -0.376, 0.222, 0.129, 0.098, -0.407, 0.249, -0.923, 0.244, -0.349, 0.125, 0.227, -0.310, 0.073, -0.397, 0.255, 0.123, 0.113, -0.379, 0.239, -0.776, 0.199, -0.367, 0.054, 0.238, -0.392, 0.131, -0.377, 0.234, 0.093, 0.097, -0.460, 0.247, -0.794, 0.163, -0.298, 0.109, 0.216, -0.317, 0.103, -0.382, 0.252, 0.078, 0.566, -0.698, -0.623, 0.558, 0.058, 0.042, 0.042, 0.059, 0.513, -0.661, -0.561, 0.504, 0.043, 0.056, 0.049, 0.061, 0.521, -0.656, -0.688, 0.631, 0.050, 0.050, 0.044, 0.049], "orbital_gap_ha": 0.135, "lumo_ev": -0.66, "charge": -3, "de_lowest_ev": 8.887, "fmax_ev_per_a": 6.2}

=====

Record 2
{"formula": "C31H28IN2PPtSe", "method": "the ωB97M-V functional and the def2-TZVPD basis", "elements": ["Pt", "C", "C", "C", "C", "C", "C", "C", "P", "C", "C", "C", "C", "C", "C", "C", "C", "C", "C", "C", "C", "C", "C", "H", "H", "H", "H", "H", "H", "H", "H", "H", "H", "H", "H", "H", "H", "H", "H", "H", "H", "H", "H", "I", "C", "C", "C", "C", "C", "N", "H", "H", "H", "H", "Se", "C", "C", "C", "N", "C", "C", "H", "H", "H", "H"], "positions_angstrom": [[-0.108, 0.749, -0.136], [0.070, -4.366, 0.637], [-1.174, -4.574, -0.188], [-1.725, -5.848, -0.280], [-2.880, -6.086, -1.010], [-3.504, -5.037, -1.663], [-2.964, -3.760, -1.587], [-1.800, -3.509, -0.861], [-1.051, -1.824, -0.704], [-2.370, -0.816, -1.499], [-3.332, -0.429, -0.560], [-4.474, 0.266, -0.926], [-4.658, 0.603, -2.258], [-3.689, 0.263, -3.189], [-2.535, -0.436, -2.841], [-1.516, -0.718, -3.908], [0.400, -2.049, -1.815], [0.454, -3.041, -2.793], [1.592, -3.231, -3.558], [2.706, -2.433, -3.338], [2.677, -1.471, -2.342], [1.540, -1.275, -1.559], [1.598, -0.288, -0.425], [0.453, -5.319, 1.003], [-0.144, -3.734, 1.503], [0.863, -3.883, 0.064], [-1.237, -6.668, 0.234], [-3.288, -7.088, -1.065], [-4.407, -5.205, -2.235], [-3.463, -2.950, -2.101], [-3.175, -0.682, 0.484], [-5.208, 0.536, -0.179], [-5.542, 1.144, -2.572], [-3.814, 0.568, -4.221], [-1.833, -0.277, -4.853], [-1.388, -1.788, -4.062], [-0.541, -0.300, -3.643], [-0.411, -3.671, -2.964], [1.604, -3.992, -4.328], [3.599, -2.565, -3.936], [3.551, -0.858, -2.158], [2.451, 0.378, -0.576], [1.800, -0.824, 0.511], [-1.750, 2.774, 1.594], [-1.013, 1.196, 2.745], [-1.131, 1.140, 4.122], [-0.614, 0.029, 4.768], [-0.024, -0.981, 4.023], [0.035, -0.841, 2.649], [-0.439, 0.238, 2.025], [-1.609, 1.941, 4.666], [-0.682, -0.050, 5.845], [0.381, -1.864, 4.495], [0.449, -1.605, 2.002], [0.658, 2.103, -1.943], [-0.771, 3.361, -2.070], [-2.106, 3.008, -1.890], [-3.085, 3.987, -1.988], [-2.837, 5.267, -2.252], [-1.558, 5.596, -2.435], [-0.506, 4.698, -2.356], [-2.390, 1.988, -1.678], [-4.127, 3.714, -1.853], [-1.360, 6.641, -2.646], [0.510, 5.042, -2.501]], "lowdin_charge": [0.492, -0.060, -0.280, -0.054, -0.088, -0.086, -0.080, -0.316, 1.078, -0.372, -0.147, -0.090, -0.091, -0.055, -0.271, -0.032, -0.341, -0.106, -0.075, -0.074, -0.044, -0.328, -0.356, 0.077, 0.062, 0.070, 0.107, 0.100, 0.101, 0.100, 0.093, 0.105, 0.106, 0.115, 0.082, 0.073, 0.059, 0.107, 0.103, 0.103, 0.113, 0.033, 0.053, 1.065, -0.756, -0.112, -0.052, -0.039, -0.133, -0.132, 0.102, 0.114, 0.111, 0.077, 0.682, -0.657, -0.191, -0.165, 0.046, -0.161, -0.125, 0.044, 0.101, 0.101, 0.094], "orbital_gap_ha": 0.245, "lumo_ev": -0.15, "fmax_ev_per_a": 1.1}

=====

Record 3
{"formula": "CH3BrS", "method": "the ωB97M-V functional and the def2-TZVPD basis", "elements": ["C", "S", "Br", "H", "H", "H"], "positions_angstrom": [[2.242, 0.080, 0.422], [1.295, -1.057, -0.218], [-4.115, 0.351, -0.071], [2.820, 0.630, -0.289], [-4.590, -0.360, -1.260], [2.348, 0.356, 1.416]], "lowdin_charge": [-0.561, 0.605, 0.255, -0.019, -0.255, -0.025], "orbital_gap_ha": 0.313, "lumo_ev": -0.40, "de_lowest_ev": 0.917, "fmax_ev_per_a": 2.8}